No. 1
Density functional theory data (the ωB97M-V functional and the def2-TZVPD basis) for a gas-phase ion, C8H12ClFNO2 (charge +1) in a non-equilibrium geometry.

Structure (XYZ):
```
25
Properties=species:S:1:pos:R:3:forces:R:3
C 3.15117 -0.45544 -0.62819 0.39 -2.75 1.94
O 1.77465 -0.94453 -0.39974 -0.08 0.14 0.18
C 1.09380 -0.58070 0.71447 0.29 -0.08 1.51
Cl 1.30968 1.10814 1.11911 -0.05 -0.12 0.25
C 0.37252 -1.41546 1.50715 -0.15 -0.59 -2.85
C -0.91214 -1.05124 2.16775 1.81 -0.33 3.18
C -2.01398 -0.69751 1.55049 -1.60 1.03 -1.73
C -1.82140 -0.66156 0.03982 0.91 -0.28 -0.21
F -1.78034 -1.94136 -0.48203 -0.32 0.13 -0.06
C -1.08176 0.20222 -0.70933 -1.50 -0.74 0.76
N -0.42944 -0.31057 -1.93011 -1.93 -1.32 -0.93
O -0.97076 1.48316 -0.54964 0.45 1.54 -0.04
C -1.90609 2.08287 0.35920 -1.53 0.27 0.49
H 3.17058 0.20601 -1.43586 -0.17 1.38 -1.01
H 3.62067 -1.43370 -0.99836 0.01 1.64 0.99
H 3.54095 -0.00274 0.34812 -0.21 -0.90 -1.70
H 0.39386 -2.46964 1.10981 0.15 0.94 0.71
H -0.89400 -1.14948 3.29205 -0.33 0.09 -1.25
H -3.00861 -0.45226 2.03519 1.50 -0.47 -0.65
H 0.54237 -0.64586 -1.77328 -0.47 -0.94 0.84
H -0.27213 0.27196 -2.74802 -0.78 1.13 0.17
H -1.20604 -1.01254 -2.22088 2.34 0.42 0.23
H -2.94209 1.85807 -0.13545 1.57 0.28 1.61
H -1.75799 3.16992 0.36949 0.20 -0.39 -0.51
H -1.74033 1.78566 1.46039 -0.51 -0.09 -1.93
```
Positions in Å, forces in eV/Å.

Its lowest unoccupied orbital energy is -0.119 Ha. The HOMO energy comes out at -12.347 eV. The HOMO-LUMO gap is 9.115 eV. The charge is +1.

---

No. 2
Density functional theory data (the ωB97M-V functional and the def2-TZVPD basis) for a single C8H12ClINO3PS3 molecule.

Structure (XYZ):
```
30
Properties=species:S:1:pos:R:3:forces:R:3
C -3.33371 0.91633 1.79090 -0.06 -0.24 0.16
C -2.43660 -0.03021 1.00447 -0.06 0.03 -0.28
C -1.42115 0.60301 0.02326 -0.07 -0.10 0.19
Cl -1.09343 2.33046 0.41969 -0.03 0.05 0.02
C -0.08368 -0.15134 0.02500 0.03 0.20 -0.08
C 1.04702 0.51814 -0.78631 -0.22 -0.15 -0.07
P 0.80026 0.71360 -2.61207 0.16 -0.30 -0.25
S 1.46333 -0.67072 -3.79044 0.00 0.07 0.10
C 2.43272 -0.12395 -0.53422 0.19 0.28 -0.34
N 3.28599 0.65257 0.32938 -0.23 0.00 0.39
C 3.00714 1.07131 1.43142 -0.06 -0.24 -0.72
S 2.63372 1.66577 2.80892 0.07 0.25 0.51
S 2.28544 -1.78585 0.14089 0.15 0.09 0.34
O 1.94912 -1.69330 1.52663 -0.02 0.02 0.17
O 3.37755 -2.56911 -0.29811 0.09 -0.25 -0.18
O 1.00304 -2.26548 -0.65597 -0.19 0.05 -0.26
C -0.24081 -1.64760 -0.28241 -0.01 -0.16 0.18
I -1.60477 -2.16752 -1.84489 0.04 0.00 -0.07
H -4.07881 0.32045 2.32093 -0.01 0.01 -0.02
H -2.78381 1.47723 2.54274 0.04 0.14 -0.10
H -3.86924 1.59993 1.13639 0.04 0.12 -0.01
H -3.08805 -0.65841 0.39500 0.09 -0.14 0.01
H -1.91394 -0.70031 1.68867 0.06 0.08 0.12
H -1.85290 0.62224 -0.97345 -0.01 0.08 -0.03
H 0.25183 -0.10446 1.06616 0.04 -0.06 0.01
H 1.09185 1.54694 -0.43037 0.11 0.00 0.04
H -0.56039 1.01876 -2.73829 -0.08 0.12 0.10
H 1.40317 1.96453 -2.81085 -0.08 0.13 0.05
H 2.94076 -0.28369 -1.48658 0.08 -0.06 0.04
H -0.61167 -2.16932 0.59351 -0.08 -0.01 -0.01
```
Positions in Å, forces in eV/Å.

Its lowest unoccupied orbital energy is -0.002 Ha. The HOMO energy comes out at -9.112 eV. The HOMO-LUMO gap is 9.044 eV. The charge is 0.

---

No. 3
Density functional theory data (the ωB97M-V functional and the def2-TZVPD basis) for a gas-phase ion, C8H12ClN4O2 (charge +1) in a non-equilibrium geometry.

Structure (XYZ):
```
27
Properties=species:S:1:pos:R:3:forces:R:3
C 1.17625 2.94620 0.12516 0.96 2.29 -1.12
C 2.73847 1.27990 -0.25584 0.24 -1.67 -0.63
C 1.39733 -1.13500 -0.36688 -1.03 -1.57 -1.20
C 3.39670 0.12802 0.40972 1.68 -0.35 -2.27
C -0.07694 0.85351 0.25284 2.15 1.63 -0.97
C -3.37927 -1.62852 -0.80816 0.30 2.17 -3.08
C -2.55406 -0.35933 -0.38377 1.02 -2.66 -0.75
C -1.79268 -0.76139 0.88528 -0.71 -2.97 -0.33
N 2.32803 2.40191 -0.09049 0.44 -0.60 0.89
N 0.95788 0.26031 -0.55109 -2.23 -0.25 0.58
N 2.67313 -1.11032 0.04151 0.88 0.64 0.62
N 0.04835 2.18526 0.39421 -0.29 -0.65 -0.20
O 0.77780 -2.13501 -0.67478 0.31 1.73 0.67
O -0.90751 0.34611 1.07852 0.67 -1.03 2.23
Cl 3.40303 -2.57210 0.48766 -0.06 0.27 -0.14
H 1.21679 4.00758 -0.15048 -1.29 -0.43 0.71
H 4.47630 0.00123 0.03286 -1.55 0.38 0.56
H 3.39921 0.25627 1.43730 0.17 0.01 2.25
H -2.80076 -2.52006 -0.81521 0.48 -0.73 0.28
H -4.14078 -1.59998 -0.11487 -1.81 -0.84 1.58
H -3.91408 -1.59278 -1.83729 1.11 0.36 1.62
H -3.21043 0.36000 -0.00809 -1.11 1.76 -0.41
H -1.77898 0.01436 -1.15997 -1.53 -0.56 1.15
H -2.36189 -0.97776 1.87944 0.67 1.36 -1.84
H -1.37134 -1.82122 0.72433 0.61 1.97 0.08
H 0.95585 0.54764 -1.52602 -0.25 -0.01 0.17
H -0.65642 2.62518 0.99411 0.17 -0.24 -0.46
```
Positions in Å, forces in eV/Å.

Its lowest unoccupied orbital energy (spin up / spin down) is -0.144 / -0.144 Ha. The HOMO energy (spin up / spin down) comes out at -11.723 / -11.724 eV. The HOMO-LUMO gap (spin up / spin down) is 7.804 / 7.805 eV. The charge is +1.